{"formula": "H25O12", "method": "the ωB97M-V functional and the def2-TZVPD basis", "charge": 1, "orbital_gap_ev": 11.246, "spin_multiplicity": 1, "de_lowest_ev": 1.783, "elements": ["O", "H", "H", "O", "H", "H", "O", "H", "O", "H", "H", "O", "H", "H", "O", "H", "H", "O", "H", "H", "O", "H", "H", "O", "H", "H", "O", "H", "H", "O", "H", "H", "O", "H", "H", "H", "H"], "xyz": [[1.576749, -1.423097, -2.449347], [0.773705, -1.902485, -2.668476], [1.271127, -0.532267, -2.249329], [-0.602616, -1.332883, 3.862818], [-0.457750, -2.238595, 3.599747], [-0.087856, 2.189981, 0.115101], [-2.432602, -0.441826, -1.440531], [1.913378, -3.707178, -2.065927], [-2.131796, 2.661605, -0.662242], [-2.940468, -1.235506, -1.629022], [-2.213956, 1.698478, -0.610831], [0.881210, 2.022935, 3.384767], [1.406069, 1.346562, 3.831698], [1.353972, 2.787974, 3.717191], [2.944188, 1.841253, -0.133501], [3.404434, 1.011615, -0.260881], [2.986082, 2.210497, -1.028774], [0.453152, 1.534888, -0.373172], [1.329280, 1.598321, 0.153621], [-0.663085, -4.271452, -0.841441], [0.395080, 3.399420, -2.329482], [-0.412646, 3.883702, -2.145005], [-1.142508, -1.135568, 4.623253], [0.976698, -3.839563, -1.906537], [0.329143, 2.979516, -3.189199], [0.600884, -4.351178, -2.628702], [0.174887, -0.873949, 0.640077], [0.840273, -1.380128, 1.105576], [-0.434289, -1.392325, 0.107811], [-0.909120, -4.026232, 0.047621], [-2.937400, 3.003020, -0.291836], [-0.018722, -4.189044, 0.367418], [-1.347731, 0.961748, 1.544282], [0.061469, 0.638985, 0.043441], [-1.868912, 1.677448, 1.895207], [-2.469772, 0.102997, -2.229573], [-0.600535, 0.722342, 2.094163]], "forces_ev_per_a": [[0.10, 0.79, -0.02], [-0.02, -0.22, 0.14], [0.11, 0.05, -0.09], [0.97, 1.39, -1.06], [-0.67, -0.37, 0.80], [-0.71, 0.29, -0.57], [0.42, 0.19, 0.26], [0.12, -0.06, -0.25], [0.68, -0.28, -0.29], [-0.13, -0.01, -0.01], [-0.19, 0.02, 0.10], [0.54, -0.33, 0.20], [-0.35, -0.49, -0.12], [-0.20, 0.72, -0.17], [0.12, 0.05, -0.27], [0.35, -0.47, 0.32], [-0.20, 0.40, 0.17], [-0.28, -1.38, 2.35], [0.23, 0.07, -1.31], [-0.64, 0.07, -0.84], [0.62, 0.03, 0.22], [-0.23, -0.12, -0.28], [-0.23, -0.95, 0.24], [-0.55, -0.38, 0.07], [-0.32, 0.22, -0.11], [0.47, -0.20, -0.21], [0.12, 1.04, -0.27], [-0.13, -0.48, -0.27], [0.03, -0.80, 0.21], [0.28, 0.03, 0.24], [-0.60, 0.26, 0.21], [0.16, 0.08, 0.96], [-0.30, -0.21, -1.10], [0.69, 0.68, -0.54], [0.18, 0.28, 0.72], [-0.14, -0.09, -0.28], [-0.30, 0.17, 0.86]]}